1.
CH3FNOPS as an isolated structure. Source: the Open Molecules 2025 dataset; level of theory: wB97M-V/def2-TZVPD.

Each line ends with the natural charge from an NBO analysis.
Atoms and positions in Å:
C (-0.92898, -0.23746, 0.85268)  0.392
N (-1.30205, -0.52307, 2.11069)  -0.700
O (-1.14131, -1.22781, 0.12028)  -0.602
F (-2.12823, -2.79905, 3.03789)  -0.569
P (-0.46539, 1.39877, 0.06788)  0.272
S (-1.65396, -2.40443, 1.44443)  0.765
H (-1.13103, -0.19430, 3.04149)  0.431
H (0.56708, 1.05978, -0.75518)  0.002
H (-1.46373, 1.10622, -0.81927)  0.007

Cartesian forces (eV/Å) of the 3 atoms listed first:
C 0.19 1.01 1.72
N -0.13 -2.92 -3.13
O 0.49 -0.04 -1.32

Properties
HOMO energy: -9.05 eV
Max |F|: 0.0832 hartree/bohr
LUMO level: 0.1 eV
Total energy: -1009.20267 Ha
Total charge: 0
Energy above the lowest of the compared OMol25 structures with the same formula, charge and spin: 172.9 kJ/mol

---

2.
BrCdIN2O6 as an isolated structure. Source: the Open Molecules 2025 dataset; level of theory: wB97M-V/def2-TZVPD.

Each line ends with the natural charge from an NBO analysis.
Atoms and positions in Å:
Cd (0.12527, 0.57733, -0.93363)  1.614
N (-2.93599, -0.53663, 0.05542)  0.718
O (-1.99301, 0.09923, -0.57536)  -0.695
O (-3.60528, -1.42398, -0.52657)  -0.521
O (-3.11736, -0.27799, 1.26081)  -0.462
N (2.77029, -0.75617, 0.23629)  0.742
O (1.65452, -0.49598, -0.29967)  -0.737
O (3.64557, 0.07709, 0.29645)  -0.497
O (2.87059, -1.60817, 1.03370)  -0.467
Br (0.29863, 2.60410, -2.26265)  -0.813
I (0.28673, 1.74121, 1.71517)  -0.882

Cartesian forces (eV/Å) of the 3 atoms listed first:
Cd -1.59 1.41 0.98
N 0.59 -0.45 1.06
O -1.68 -0.88 -0.12

Properties
HOMO energy: -1.44 eV
Max |F|: 0.1272 hartree/bohr
LUMO level: 5.4 eV
Total energy: -3600.29701 Ha
Total charge: -2
Energy above the lowest of the compared OMol25 structures with the same formula, charge and spin: 125.5 kJ/mol

---

3.
C8H10O2 in the gas phase. Source: the Open Molecules 2025 dataset; level of theory: wB97M-V/def2-TZVPD.

Each line ends with the natural charge from an NBO analysis.
Atoms and positions in Å:
C (-3.24698, -0.07562, 0.18966)  -0.280
O (-1.89703, 0.38128, 0.24865)  -0.469
C (-0.96536, -0.50069, 0.18334)  0.440
C (-0.94290, -1.88377, 0.38185)  -0.457
C (0.44439, -2.04032, 0.16221)  0.542
O (1.30443, -2.88815, 0.23891)  -0.552
C (0.51869, -0.48155, -0.12741)  -0.171
C (1.33380, 0.53922, -0.14852)  0.048
C (2.80652, 0.36821, -0.12661)  -0.654
C (0.86157, 1.96689, -0.41545)  -0.623
H (-3.80598, 0.68423, -0.47554)  0.225
H (-3.71104, -0.06390, 1.26989)  0.194
H (-3.19912, -1.19120, 0.04848)  0.214
H (-1.73771, -2.72648, 0.51590)  0.222
H (3.09642, -0.09089, 0.80318)  0.232
H (3.43020, -0.25290, -0.94185)  0.237
H (3.28034, 1.35572, -0.14771)  0.206
H (1.33748, 2.59632, 0.20176)  0.210
H (1.29179, 2.30083, -1.41525)  0.214
H (-0.19950, 2.00276, -0.44550)  0.221

Cartesian forces (eV/Å) of the 3 atoms listed first:
C -1.32 -0.24 2.26
O -0.20 1.44 -0.34
C 1.56 -3.50 -0.31

Properties
HOMO energy: -8.50 eV
SMILES: COC1=CC(=O)C1=C(C)C
Max |F|: 0.0840 hartree/bohr
LUMO level: 0.7 eV
Total energy: -461.18372 Ha
Total charge: 0
Energy above the lowest of the compared OMol25 structures with the same formula, charge and spin: 406.5 kJ/mol

---

4.
A 2-piece molecular cluster, C5H11NO2 overall. Source: the Open Molecules 2025 dataset; level of theory: wB97M-V/def2-TZVPD.

Each line ends with the natural charge from an NBO analysis.
Atoms and positions in Å:
O (-1.53026, 1.99732, 0.58029)  -0.466
C (-0.32349, 1.89472, 0.45366)  0.409
O (1.22093, -0.88265, -1.95617)  -0.995
C (0.59521, 2.94837, 0.09640)  -0.032
C (0.38941, 0.56470, 0.47493)  -0.505
C (-0.51603, -0.63528, 0.60066)  -0.228
C (-0.52828, -2.92678, 0.00130)  -0.414
N (0.29833, -1.80184, 0.36945)  -0.607
H (1.61392, -0.81628, -2.85829)  0.445
H (1.62206, 2.85315, 0.43628)  0.203
H (0.37373, 3.89239, -0.39086)  0.213
H (0.90655, 0.47415, -0.53155)  0.326
H (1.14001, 0.65139, 1.26829)  0.241
H (-0.89083, -0.65402, 1.63582)  0.215
H (-1.37137, -0.62470, -0.09142)  0.208
H (0.02642, -3.85657, -0.10001)  0.206
H (-1.22378, -3.06690, 0.84606)  0.180
H (-1.15227, -2.73275, -0.89178)  0.177
H (0.91836, -1.51080, -0.39707)  0.424

Cartesian forces (eV/Å) of the 3 atoms listed first:
O 0.04 0.81 -0.06
C -0.11 -1.76 -0.40
O 0.05 0.21 -0.90

Properties
HOMO energy: -8.38 eV
Max |F|: 0.0352 hartree/bohr
LUMO level: -4.6 eV
Total energy: -402.07847 Ha
Total charge: 0
Energy above the lowest of the compared OMol25 structures with the same formula, charge and spin: 786.8 kJ/mol

---

5.
C5H9NO in the gas phase. Source: the Open Molecules 2025 dataset; level of theory: wB97M-V/def2-TZVPD.

Each line ends with the natural charge from an NBO analysis.
Atoms and positions in Å:
C (1.57265, 1.86401, 1.64375)  -0.733
C (1.56754, 0.98798, 0.44545)  0.090
N (0.67805, 0.03731, 0.57140)  -0.560
C (0.37380, -0.75404, -0.59452)  -0.254
C (-1.03432, -0.43395, -1.08177)  0.037
C (-1.97317, -1.50842, -1.40998)  -0.104
O (-2.08833, -0.80723, -0.18325)  -0.497
H (1.44619, 2.89725, 1.30716)  0.238
H (2.55700, 1.80978, 2.11088)  0.237
H (0.79657, 1.62518, 2.38847)  0.170
H (1.22765, -0.49526, -1.24167)  0.249
H (0.04785, -0.08850, 1.37414)  0.371
H (0.43225, -1.81094, -0.34497)  0.192
H (-1.19434, 0.54901, -1.53146)  0.196
H (-2.76541, -1.32683, -2.13417)  0.187
H (-1.64399, -2.54536, -1.31945)  0.182

Cartesian forces (eV/Å) of the 3 atoms listed first:
C 0.12 0.20 0.26
C -0.39 -0.01 0.50
N 0.07 0.47 -0.22

Properties
HOMO energy: -8.17 eV
Max |F|: 0.0188 hartree/bohr
LUMO level: 1.1 eV
Total energy: -325.79094 Ha
Total charge: 0
Energy above the lowest of the compared OMol25 structures with the same formula, charge and spin: 384.9 kJ/mol